# 1
# CI3NOS

A structure of composition CI3NOS (wB97M-V/def2-TZVPD, the Open Molecules 2025 dataset).

Last column: natural (NBO) charge in e.
Element x y z (Å)
C1 -0.230 -0.258 0.417  0.507
N1 0.201 0.198 -0.624  -0.836
O1 -0.359 -1.477 0.934  -0.632
S1 -0.811 1.139 1.588  -0.055
I1 0.798 0.178 -2.442  0.443
I2 -0.453 2.981 0.331  0.138
I3 0.854 -2.760 -0.204  0.436

## Properties
- LUMO level: -2.1174 eV
- F_max: 2.880 eV/A
- Gap between HOMO and LUMO: 6.53 eV
- Energy relative to the best compared isomer or geometry (same formula, charge and spin): 59.2 kJ/mol
- Calculated total energy: -39708.7289 eV

# 2
# C9H20IN

A cluster of 2 separate species, C9H20IN in total (wB97M-V/def2-TZVPD, the Open Molecules 2025 dataset).

Last column: natural (NBO) charge in e.
Element x y z (Å)
I1 -2.229 -3.632 -1.356  -0.956
C1 0.887 0.301 -3.270  -0.607
C2 1.567 -0.759 -2.507  -0.402
C3 1.453 -0.578 -1.021  -0.428
C4 -0.057 -0.348 -0.534  -0.215
N1 -0.215 -0.240 1.048  -0.220
C5 0.306 1.104 1.572  -0.228
C6 -0.863 2.112 1.838  -0.416
C7 -2.067 1.297 1.260  -0.417
C8 -1.651 -0.146 1.397  -0.232
C9 0.565 -1.341 1.808  -0.418
H1 -0.179 0.477 -3.131  0.212
H2 1.070 0.191 -4.339  0.223
H3 1.408 1.192 -2.920  0.185
H4 2.628 -0.830 -2.746  0.210
H5 1.131 -1.707 -2.825  0.228
H6 2.254 0.068 -0.662  0.208
H7 1.745 -1.542 -0.605  0.219
H8 -0.755 -1.114 -0.873  0.292
H9 -0.388 0.643 -0.845  0.199
H10 0.889 0.980 2.485  0.223
H11 0.934 1.619 0.845  0.230
H12 -0.857 2.282 2.914  0.215
H13 -0.723 3.080 1.356  0.229
H14 -3.041 1.531 1.692  0.247
H15 -2.142 1.572 0.208  0.214
H16 -1.684 -0.308 2.475  0.203
H17 -2.223 -0.880 0.830  0.284
H18 0.265 -1.393 2.854  0.224
H19 1.648 -1.322 1.686  0.233
H20 0.323 -2.307 1.365  0.260

## Properties
- LUMO level: -0.0054 eV
- F_max: 2.420 eV/A
- Gap between HOMO and LUMO: 6.44 eV
- Energy relative to the best compared isomer or geometry (same formula, charge and spin): 103.4 kJ/mol
- Calculated total energy: -19246.8163 eV

# 3
# C16H20N2O6S

An isolated molecule of C16H20N2O6S (wB97M-V/def2-TZVPD, the Open Molecules 2025 dataset).

Last column: natural (NBO) charge in e.
Element x y z (Å)
C1 -6.179 -1.898 -0.386  -0.250
O1 -5.595 -0.672 -0.025  -0.483
C2 -4.238 -0.561 -0.091  0.228
C3 -3.371 -1.553 -0.513  -0.286
C4 -2.002 -1.337 -0.557  -0.179
C5 -1.472 -0.123 -0.157  0.139
N1 -0.086 0.073 -0.201  -0.679
C6 0.474 1.403 -0.266  -0.301
C7 1.825 1.310 -0.974  0.696
O2 1.924 0.791 -2.068  -0.640
N2 2.856 1.904 -0.337  -0.596
C8 4.223 1.650 -0.771  -0.277
C9 4.813 0.506 -0.014  0.264
C10 5.451 0.460 1.192  -0.301
C11 5.705 -0.907 1.453  -0.309
C12 5.195 -1.585 0.391  0.090
O3 4.657 -0.741 -0.500  -0.398
S1 0.940 -1.114 0.402  2.314
C13 1.533 -2.020 -1.041  -0.870
O4 0.198 -2.010 1.234  -0.928
O5 2.050 -0.419 0.996  -0.959
C14 -2.336 0.883 0.283  -0.354
C15 -3.704 0.682 0.312  0.350
O6 -4.616 1.608 0.717  -0.492
C16 -4.155 2.858 1.161  -0.252
H1 -7.250 -1.767 -0.241  0.201
H2 -5.825 -2.716 0.250  0.175
H3 -5.984 -2.145 -1.435  0.173
H4 -3.750 -2.514 -0.822  0.222
H5 -1.350 -2.126 -0.888  0.205
H6 0.585 1.852 0.729  0.195
H7 -0.185 2.022 -0.882  0.242
H8 2.751 2.070 0.653  0.401
H9 4.812 2.556 -0.614  0.217
H10 4.175 1.407 -1.835  0.253
H11 5.714 1.293 1.812  0.223
H12 6.193 -1.320 2.312  0.229
H13 5.167 -2.632 0.160  0.200
H14 2.437 -2.532 -0.738  0.247
H15 1.746 -1.303 -1.824  0.283
H16 0.772 -2.727 -1.340  0.236
H17 -1.926 1.821 0.616  0.220
H18 -5.047 3.417 1.439  0.203
H19 -3.623 3.398 0.371  0.173
H20 -3.503 2.761 2.037  0.175

## Properties
- LUMO level: 0.6086 eV
- Structure (SMILES): COc1ccc(N(CC(=O)NCc2ccco2)S(C)(=O)=O)cc1OC
- F_max: 0.983 eV/A
- Gap between HOMO and LUMO: 8.38 eV
- Energy relative to the best compared isomer or geometry (same formula, charge and spin): 220.9 kJ/mol
- Calculated total energy: -43015.2315 eV

# 4
# C3H5BrF2

A cluster of 2 separate species, C3H5BrF2 in total (wB97M-V/def2-TZVPD, the Open Molecules 2025 dataset).

Last column: natural (NBO) charge in e.
Element x y z (Å)
C1 -0.666 0.226 0.892  -0.736
C2 1.267 -0.812 -0.984  -0.549
C3 -0.536 -0.977 0.056  0.761
F1 -0.458 -2.112 0.783  -0.338
F2 -1.547 -1.092 -0.865  -0.346
Br1 2.657 -0.111 0.071  0.069
H1 -0.343 1.132 0.365  0.236
H2 -1.624 0.455 1.215  0.236
H3 -0.170 0.231 1.924  0.251
H4 1.363 -1.944 -1.375  0.231
H5 0.966 -0.258 -1.775  0.185

## Properties
- LUMO level: 0.8192 eV
- F_max: 6.730 eV/A
- Gap between HOMO and LUMO: 10.33 eV
- Energy relative to the best compared isomer or geometry (same formula, charge and spin): 182.8 kJ/mol
- Calculated total energy: -78667.4731 eV

# 5
# C32H20ClN3O4PdS2

A structure of composition C32H20ClN3O4PdS2 (wB97M-V/def2-TZVPD, the Open Molecules 2025 dataset).

Last column: natural (NBO) charge in e.
Element x y z (Å)
Pd1 -1.139 -0.833 -0.470  1.478
S1 5.720 -2.410 -1.453  0.492
C1 5.982 -4.090 -1.525  -0.362
C2 4.818 -4.797 -1.471  -0.248
C3 3.687 -3.961 -1.357  -0.189
C4 4.015 -2.626 -1.331  -0.285
C5 3.113 -1.491 -1.240  -0.050
C6 1.748 -1.706 -0.941  0.108
N1 0.884 -0.722 -0.857  -0.456
C7 1.278 0.559 -1.075  0.196
C8 2.610 0.878 -1.355  -0.067
C9 2.949 2.259 -1.580  -0.163
C10 2.008 3.226 -1.550  -0.164
C11 0.628 2.909 -1.294  0.026
C12 -0.411 3.839 -1.300  -0.134
C13 -1.730 3.439 -1.081  0.041
C14 -1.968 2.064 -0.838  0.079
N2 -0.992 1.193 -0.809  -0.394
C15 0.290 1.572 -1.043  0.085
C16 -2.837 4.360 -1.110  -0.312
C17 -2.785 5.742 -1.291  -0.184
C18 -4.041 6.337 -1.265  -0.241
C19 -5.053 5.412 -1.072  -0.365
S2 -4.476 3.828 -0.923  0.495
C20 3.524 -0.179 -1.426  -0.093
H1 6.987 -4.472 -1.608  0.265
H2 4.772 -5.875 -1.513  0.249
H3 2.678 -4.348 -1.321  0.221
H4 1.362 -2.700 -0.752  0.235
H5 3.982 2.508 -1.787  0.249
H6 2.278 4.258 -1.732  0.247
H7 -0.179 4.878 -1.496  0.241
H8 -2.964 1.665 -0.679  0.248
H9 -1.866 6.293 -1.427  0.229
H10 -4.225 7.395 -1.381  0.253
H11 -6.113 5.609 -1.016  0.264
H12 4.560 0.043 -1.654  0.248
O1 -4.779 -0.292 0.945  -0.481
C21 -3.622 -0.552 0.786  0.726
O2 -3.077 -0.720 -0.409  -0.618
C22 -2.658 -0.670 1.939  0.133
C23 -3.152 -0.810 3.234  -0.222
C24 -2.254 -0.918 4.258  -0.050
C25 -0.874 -0.838 3.993  -0.082
C26 0.088 -0.911 5.031  -0.140
C27 1.417 -0.798 4.754  -0.179
C28 1.842 -0.594 3.425  -0.152
C29 0.944 -0.526 2.398  -0.188
C30 -0.437 -0.661 2.654  0.148
N3 -1.368 -0.605 1.649  -0.358
H13 -4.223 -0.841 3.374  0.281
H14 -2.589 -1.055 5.279  0.253
H15 -0.259 -1.053 6.046  0.244
H16 2.148 -0.852 5.549  0.249
H17 2.899 -0.488 3.218  0.239
H18 1.285 -0.356 1.392  0.204
Cl1 -0.286 -4.849 -3.098  0.024
C31 -1.687 -4.384 -2.110  -0.495
C32 -1.450 -2.997 -1.603  0.783
O3 -1.413 -1.986 -2.336  -0.528
O4 -1.233 -2.818 -0.342  -0.574
H19 -1.775 -5.075 -1.277  0.264
H20 -2.583 -4.406 -2.725  0.276

## Properties
- LUMO level: -9.1563 eV
- F_max: 1.409 eV/A
- Gap between HOMO and LUMO: 3.89 eV
- Calculated total energy: -83827.3087 eV
- Total charge: +2

# 6
# C4H7NO2S

An isolated molecule of C4H7NO2S (wB97M-V/def2-TZVPD, the Open Molecules 2025 dataset).

Last column: natural (NBO) charge in e.
Element x y z (Å)
O1 -2.768 0.202 0.132  -0.596
C1 -2.089 0.959 -0.525  0.531
N1 -0.729 0.972 -0.511  -0.620
C2 0.029 0.040 0.307  -0.190
C3 1.202 0.830 0.854  0.446
O2 2.348 0.602 0.592  -0.510
C4 0.448 -1.222 -0.449  -0.532
S1 1.083 -2.493 0.671  -0.030
H1 -2.513 1.718 -1.189  0.119
H2 -0.261 1.549 -1.195  0.401
H3 -0.639 -0.205 1.136  0.256
H4 0.872 1.670 1.501  0.116
H5 1.171 -0.984 -1.218  0.231
H6 -0.478 -1.623 -0.861  0.239
H7 2.325 -2.016 0.754  0.137

## Properties
- LUMO level: 0.5881 eV
- Structure (SMILES): O=CN[C@H](C=O)CS
- F_max: 0.937 eV/A
- Gap between HOMO and LUMO: 9.85 eV
- Energy relative to the best compared isomer or geometry (same formula, charge and spin): 110.1 kJ/mol
- Calculated total energy: -20681.5949 eV

# 7
# C5H13N2S3

The ion C5H13N2S3 with charge +1 (wB97M-V/def2-TZVPD, the Open Molecules 2025 dataset).

Last column: natural (NBO) charge in e.
Element x y z (Å)
C1 0.975 -0.045 1.345  0.405
C2 -1.264 0.130 0.253  -0.212
C3 1.598 0.777 -0.857  -0.439
C4 3.236 -0.233 0.659  -0.409
C5 -3.713 0.757 -0.837  -0.733
N1 -0.353 0.107 1.301  -0.577
N2 1.886 0.243 0.450  -0.315
S1 0.316 -2.732 -0.168  -0.441
S2 -1.502 -2.049 -0.244  0.296
S3 -2.816 0.809 0.736  0.300
H1 1.352 -0.395 2.299  0.235
H2 -0.893 0.455 -0.708  0.227
H3 1.192 0.001 -1.510  0.231
H4 0.908 1.614 -0.779  0.223
H5 2.515 1.145 -1.310  0.245
H6 3.362 -1.199 0.160  0.231
H7 3.951 0.475 0.245  0.231
H8 3.446 -0.363 1.718  0.227
H9 -3.123 1.220 -1.619  0.230
H10 -4.622 1.325 -0.676  0.264
H11 -3.963 -0.269 -1.082  0.230
H12 -0.818 -0.037 2.193  0.434
H13 -1.670 -1.738 -1.569  0.116

## Properties
- LUMO level: -3.9643 eV
- F_max: 1.662 eV/A
- Gap between HOMO and LUMO: 7.61 eV
- Energy relative to the best compared isomer or geometry (same formula, charge and spin): 0.0 kJ/mol
- Calculated total energy: -40874.0940 eV
- Total charge: +1

# 8
# C18H19F10LiN5OTe

A structure of composition C18H19F10LiN5OTe (wB97M-V/def2-TZVPD, the Open Molecules 2025 dataset).

Last column: natural (NBO) charge in e.
Element x y z (Å)
Li1 1.282 0.472 0.540  0.802
F1 1.199 2.778 2.866  -0.369
C1 0.881 1.569 3.437  0.340
C2 0.828 0.438 2.660  -0.541
C3 0.492 -0.684 3.377  0.327
F2 0.376 -1.905 2.747  -0.377
C4 0.232 -0.722 4.737  0.214
F3 -0.096 -1.867 5.377  -0.321
C5 0.306 0.454 5.458  0.246
F4 0.057 0.462 6.782  -0.314
C6 0.635 1.623 4.798  0.216
F5 0.703 2.775 5.499  -0.320
F6 4.438 0.092 -1.770  -0.642
Te1 4.042 0.603 -0.006  3.420
F7 5.613 -0.350 0.377  -0.623
F8 4.015 0.882 1.836  -0.621
F9 5.206 2.055 -0.204  -0.636
F10 3.218 -1.064 0.242  -0.634
O1 2.549 1.489 -0.398  -1.204
C7 -1.442 -3.844 -2.102  -0.405
N1 -1.043 -3.016 -0.986  -0.450
C8 -1.470 -3.425 0.337  -0.412
C9 -0.199 -1.934 -1.099  0.615
N2 0.101 -1.146 -0.140  -0.813
N3 0.343 -1.743 -2.388  -0.481
C10 1.422 -2.688 -2.668  -0.410
C11 0.773 -0.373 -2.656  -0.411
H1 -2.514 -4.047 -2.045  0.187
H2 -0.916 -4.807 -2.113  0.175
H3 -1.236 -3.320 -3.030  0.235
H4 -2.176 -4.247 0.236  0.199
H5 -1.976 -2.611 0.863  0.202
H6 -0.632 -3.753 0.957  0.213
H7 -0.358 -1.373 0.735  0.372
H8 1.096 -3.712 -2.489  0.192
H9 2.301 -2.484 -2.044  0.204
H10 1.710 -2.597 -3.717  0.195
H11 0.027 0.329 -2.294  0.220
H12 0.882 -0.258 -3.737  0.185
H13 1.725 -0.126 -2.181  0.208
N4 -0.757 4.129 -0.520  -0.542
C12 0.092 3.175 -0.028  0.249
N5 -0.376 1.969 -0.135  -0.497
C13 -1.618 2.113 -0.732  0.161
C14 -2.559 1.147 -1.084  -0.226
C15 -3.731 1.573 -1.680  -0.228
C16 -3.976 2.933 -1.925  -0.227
C17 -3.055 3.905 -1.580  -0.243
C18 -1.878 3.469 -0.981  0.077
H14 -0.601 5.119 -0.506  0.414
H15 1.054 3.420 0.394  0.236
H16 -2.359 0.101 -0.891  0.229
H17 -4.479 0.845 -1.966  0.205
H18 -4.907 3.227 -2.393  0.204
H19 -3.245 4.954 -1.768  0.208

## Properties
- LUMO level: 2.4816 eV
- F_max: 1.515 eV/A
- Gap between HOMO and LUMO: 8.10 eV
- Energy relative to the best compared isomer or geometry (same formula, charge and spin): 58.4 kJ/mol
- Calculated total energy: -63149.4786 eV
- Total charge: -1

# 9
# C5H6ClNO

A structure of composition C5H6ClNO (wB97M-V/def2-TZVPD, the Open Molecules 2025 dataset).

Last column: Mulliken spin population.
Element x y z (Å)
C1 0.099 0.526 -0.767  0.446
C2 1.695 0.881 1.249  -0.064
C3 0.109 0.378 -2.061  -0.014
C4 -0.493 0.002 0.459  -0.005
C5 0.642 -0.080 1.596  0.043
N1 1.548 1.464 0.054  0.638
O1 2.625 1.188 1.943  0.263
Cl1 2.434 2.585 -0.804  0.666
H1 0.691 1.157 -2.502  0.031
H2 -0.538 -0.083 -2.741  0.008
H3 -1.023 0.861 0.882  0.005
H4 -1.070 -0.812 0.247  0.001
H5 1.045 -1.147 1.778  -0.010
H6 0.222 0.162 2.605  -0.009

## Properties
- LUMO level (spin up / spin down): 0.7684 / -2.7580 eV
- F_max: 5.719 eV/A
- Spin multiplicity: 3
- Gap between HOMO and LUMO (spin up / spin down): 5.96 / 7.26 eV
- Energy relative to the best compared isomer or geometry (same formula, charge and spin): 264.5 kJ/mol
- Calculated total energy: -21334.7701 eV